# 1
This record from OMol25 describes a 6-piece molecular cluster, C24H48O18 overall at a distorted geometry. The level of theory is the ωB97M-V functional and the def2-TZVPD basis.

Geometry (Å):
C -3.575 -13.157 -27.036
C -4.719 -14.218 -27.134
O -5.749 -13.524 -27.821
C -6.802 -14.190 -28.219
O -7.106 -15.325 -27.984
O -7.611 -13.240 -28.738
C -8.875 -13.595 -29.368
H -3.138 -12.921 -28.006
H -2.718 -13.571 -26.504
H -3.846 -12.251 -26.493
H -5.003 -14.524 -26.128
H -4.430 -15.132 -27.654
H -8.631 -14.249 -30.205
H -9.501 -12.790 -29.752
H -9.365 -14.330 -28.729
C -5.596 -11.750 -33.792
C -5.307 -11.377 -35.255
O -6.280 -11.749 -36.237
C -7.480 -11.333 -36.281
O -8.099 -10.562 -35.461
O -8.002 -11.962 -37.339
C -9.369 -11.727 -37.771
H -5.555 -12.839 -33.757
H -6.598 -11.327 -33.728
H -4.902 -11.360 -33.047
H -4.429 -11.934 -35.583
H -5.044 -10.325 -35.369
H -9.398 -11.275 -38.763
H -9.975 -11.057 -37.161
H -9.917 -12.669 -37.762
C 2.154 -23.724 -18.063
C 2.203 -23.078 -19.397
O 1.063 -22.236 -19.661
C 0.959 -21.625 -20.817
O 1.868 -21.495 -21.641
O -0.250 -20.961 -20.853
C -0.590 -20.067 -21.802
H 1.301 -24.398 -18.143
H 1.923 -23.090 -17.207
H 2.958 -24.381 -17.732
H 2.290 -23.634 -20.331
H 3.094 -22.449 -19.402
H -0.455 -19.078 -21.363
H -1.655 -20.237 -21.961
H -0.043 -20.267 -22.723
C -16.669 -15.830 -35.201
C -15.754 -15.929 -36.406
O -14.609 -16.597 -35.940
C -13.845 -17.334 -36.710
O -13.970 -17.272 -37.937
O -13.145 -18.246 -36.093
C -13.508 -18.796 -34.817
H -16.164 -15.279 -34.408
H -16.919 -16.809 -34.790
H -17.686 -15.491 -35.394
H -15.553 -14.958 -36.859
H -16.168 -16.591 -37.167
H -14.576 -18.652 -34.651
H -12.914 -18.189 -34.133
H -13.364 -19.873 -34.727
C -19.806 -8.417 -31.604
C -18.862 -9.349 -32.315
O -17.607 -9.022 -31.751
C -16.600 -8.746 -32.534
O -16.568 -8.602 -33.753
O -15.594 -8.595 -31.693
C -14.270 -8.258 -32.246
H -20.857 -8.454 -31.892
H -19.584 -7.367 -31.789
H -19.721 -8.494 -30.520
H -18.793 -9.251 -33.399
H -19.075 -10.395 -32.096
H -13.493 -8.363 -31.489
H -14.343 -7.214 -32.550
H -14.038 -8.747 -33.193
C -8.163 -6.257 -28.209
C -8.132 -4.754 -28.497
O -7.049 -4.374 -29.341
C -7.436 -3.389 -30.301
O -8.547 -2.853 -30.467
O -6.238 -3.129 -31.016
C -6.332 -2.322 -32.216
H -7.276 -6.440 -27.602
H -8.186 -6.946 -29.053
H -9.060 -6.384 -27.603
H -8.200 -4.195 -27.564
H -9.138 -4.533 -28.854
H -6.650 -2.955 -33.044
H -5.286 -2.194 -32.496
H -7.020 -1.477 -32.247

HOMO-LUMO gap: 10.70 eV
SMILES string: CCOC(=O)OC.CCOC(=O)OC.CCOC(=O)OC.CCOC(=O)OC.CCOC(=O)OC.CCOC(=O)OC
calculated total energy: -2297.489683 Eh
relative energy (zero: lowest compared OMol25 entry of this formula, charge and spin): 118.08 kcal per mole
LUMO level: 0.4 eV


# 2
This record from OMol25 describes C4H7N3 in the gas phase. The level of theory is the ωB97M-V functional and the def2-TZVPD basis.

Geometry (Å):
N -2.447 -0.400 -0.183
C -1.096 -0.100 -0.026
C 0.009 -0.886 -0.002
C 1.138 0.046 0.048
N 2.438 -0.346 0.447
C 0.667 1.422 0.151
N -0.695 1.228 0.042
H -2.632 -1.392 -0.120
H -3.046 0.106 0.459
H 0.048 -1.967 0.000
H 3.031 0.470 0.543
H 2.862 -1.006 -0.195
H 1.156 0.694 -0.998
H -1.333 1.992 -0.126

HOMO-LUMO gap: 9.36 eV
calculated total energy: -320.792219 Eh
relative energy (zero: lowest compared OMol25 entry of this formula, charge and spin): 57.15 kcal per mole
LUMO level: 0.9 eV


# 3
This record from OMol25 describes NO4S as an isolated structure at a distorted geometry. The level of theory is the ωB97M-V functional and the def2-TZVPD basis.

Geometry (Å):
N -1.019 0.051 -0.043
O -2.102 -0.289 0.082
O 2.202 -0.016 0.692
O -0.499 1.152 -0.100
O -0.002 -0.914 -0.183
S 1.420 0.016 -0.447

HOMO-LUMO gap: 9.69 eV
total charge: +1
calculated total energy: -753.367068 Eh
relative energy (zero: lowest compared OMol25 entry of this formula, charge and spin): 42.35 kcal per mole
LUMO level: -9.2 eV